[1]
Molecular formula: C3H4O3
Method: DFT, the ωB97M-V functional and the def2-TZVPD basis

Atoms and positions in Å:
C 0.59771 -0.48056 0.98772
O 0.57468 -1.50452 1.61539
O -0.93244 1.31011 0.39211
H -1.39462 -0.65279 0.20460
H -0.64583 0.30364 -2.16297
C -0.52240 -0.00328 0.07400
H -0.15599 1.82865 0.64648
C -0.01418 -0.12870 -1.36274
O 1.03089 -0.68003 -1.61389
H 1.46465 0.21779 1.02986

* electronic energy: -9316.85226 eV
* HOMO energy: -10.04 eV
* strongest force on any atom: 0.011 hartree/bohr
* energy above the lowest of the compared OMol25 structures with the same formula, charge and spin: 42.6 kcal/mol
* lowest unoccupied orbital energy: 0.24 eV
* total charge: 0
* Kohn-Sham gap: 10.2845 eV
* SMILES: O=CC(O)C=O

[2]
Molecular formula: C2H12NO2
Method: DFT, the ωB97M-V functional and the def2-TZVPD basis

Atoms and positions in Å:
H -0.08066 0.86181 -2.49875
H -0.87019 -0.36869 1.21970
O 1.82368 -0.18625 2.16492
H -1.38541 1.37430 0.82152
H -2.10275 -2.90909 -0.55495
H -0.11183 2.32169 -1.43457
H 2.24989 0.42994 2.75624
H 0.51431 -0.37638 -0.67236
H 0.94154 0.75554 0.30238
H 2.23590 -1.04655 2.24840
H 1.39795 1.50981 -1.79514
O -1.52201 -2.13685 -0.42837
N 0.18824 0.54622 -0.36008
C 0.32959 1.34606 -1.61377
C -1.04241 0.37620 0.46657
H -0.67635 -2.61286 -0.46270
H -1.88948 0.11508 -0.15905

* electronic energy: -7847.11239 eV
* HOMO energy: -15.60 eV
* strongest force on any atom: 0.056 hartree/bohr
* energy above the lowest of the compared OMol25 structures with the same formula, charge and spin: 23.8 kcal/mol
* lowest unoccupied orbital energy: -3.26 eV
* total charge: +1
* Kohn-Sham gap: 12.3419 eV

[3]
Molecular formula: C30H18BrF5IN2O2Pt
Method: DFT, the ωB97M-V functional and the def2-TZVPD basis

Atoms and positions in Å:
C 9.51847 -9.81141 13.08641
H 4.79729 -7.20514 9.00488
C 10.07303 -12.18278 11.48869
H 7.49652 -12.49811 12.91643
H 13.24149 -11.26565 18.04350
N 8.91155 -9.24643 15.95363
C 5.62702 -7.32756 10.96773
C 12.45858 -10.74055 17.52554
O 7.10908 -5.37536 17.22418
H 5.81091 -5.67225 18.86168
H 9.86310 -8.55590 18.40906
C 5.00803 -8.05386 18.63797
C 10.04731 -9.71626 16.45734
C 6.06210 -8.17333 11.91414
C 6.61717 -6.16335 18.27520
H 5.54051 -6.29095 11.18898
C 11.20393 -10.20510 10.38052
C 5.15991 -7.84462 9.74273
H 3.69262 -11.54610 17.61148
C 6.08462 -7.50788 17.88368
C 6.30088 -12.32011 11.08653
H 2.62442 -10.32715 17.04441
H 3.71019 -10.95627 15.83148
C 12.09969 -10.98995 16.19350
Br 6.55874 -7.48083 13.63246
H 5.34348 -11.80650 9.26814
C 6.79963 -10.49487 12.62897
C 10.89031 -10.51475 15.68772
C 5.61147 -10.09652 10.51580
F 10.13019 -11.83367 9.14129
Pt 7.86724 -9.85642 14.18864
I 10.50734 -11.55768 13.61911
C 6.10619 -9.59128 11.74840
H 4.74095 -7.46927 19.57701
C 10.44492 -9.31113 17.83364
C 10.96926 -9.10097 11.07523
H 6.46054 -13.40184 10.90346
C 3.58517 -10.71350 16.87012
H 7.22916 -4.49620 17.53873
F 11.67415 -7.96371 10.92078
H 12.72287 -11.74328 15.77133
O 6.22323 -10.21607 15.57155
F 9.14950 -7.98594 11.73122
N 4.46031 -9.20033 18.41417
C 5.93108 -9.55332 16.56321
C 5.64924 -11.46919 10.21557
C 10.47657 -11.48003 10.42735
C 6.79065 -8.48265 17.10963
C 4.66395 -9.78187 17.27123
C 8.11420 -8.29357 16.65753
C 9.89936 -9.06424 12.04557
C 11.63018 -9.86541 18.31000
F 12.18456 -10.27111 9.49660
F 9.46111 -13.40285 11.43446
C 6.88659 -11.81026 12.28812
C 5.14536 -9.14810 9.53722
H 4.67927 -9.58426 8.69426
H 7.39963 -6.30867 19.02774
H 8.52768 -7.29976 16.71117
H 12.06684 -9.64368 19.27202

* multiplicity: 5
* electronic energy: -133437.18093 eV
* HOMO energy (spin up / spin down): -10.48 / -10.80 eV
* strongest force on any atom: 0.054 hartree/bohr
* energy above the lowest of the compared OMol25 structures with the same formula, charge and spin: 111.7 kcal/mol
* lowest unoccupied orbital energy (spin up / spin down): -2.70 / -5.60 eV
* total charge: +1
* Kohn-Sham gap (spin up / spin down): 7.7718 / 5.1995 eV

[4]
Molecular formula: C5H6O6P
Method: DFT, the ωB97M-V functional and the def2-TZVPD basis

Atoms and positions in Å:
O -0.87082 1.13482 0.72799
H -4.32005 -0.58036 0.11831
C -2.10130 0.39205 0.65054
O 1.21094 2.79607 -1.32768
H 2.02479 0.77194 1.46189
O 2.67895 0.09607 1.38437
H -0.18451 -1.41621 -1.37304
H 0.34156 -1.03077 0.65571
C 2.31464 -0.48979 0.18615
O -3.00245 0.91212 1.27469
C 0.25844 0.85158 -0.03688
C 0.78652 -0.53696 -0.12997
O 0.77014 -1.24058 -1.32060
O -3.96512 -1.34125 -0.30880
H 2.88363 0.15797 -0.72856
C 0.74507 1.85900 -0.80327
P -2.34326 -0.91839 -0.50185
H 2.77284 -1.41731 0.07100

* electronic energy: -26854.78074 eV
* HOMO energy: -2.98 eV
* strongest force on any atom: 0.089 hartree/bohr
* energy above the lowest of the compared OMol25 structures with the same formula, charge and spin: 72.3 kcal/mol
* lowest unoccupied orbital energy: 3.33 eV
* total charge: -1
* Kohn-Sham gap: 6.3067 eV
* SMILES: O=C=C(O/C([O-])=P/O)[C@@H](O)CO

> Which value of electronic energy does entry 4 give?

-26854.78074 eV

> What is the electronic energy in the first record?

-9316.85226 eV

Please write out number 1 again, unchanged.
Molecular formula: C3H4O3
Method: DFT, the ωB97M-V functional and the def2-TZVPD basis

Atoms and positions in Å:
C 0.59771 -0.48056 0.98772
O 0.57468 -1.50452 1.61539
O -0.93244 1.31011 0.39211
H -1.39462 -0.65279 0.20460
H -0.64583 0.30364 -2.16297
C -0.52240 -0.00328 0.07400
H -0.15599 1.82865 0.64648
C -0.01418 -0.12870 -1.36274
O 1.03089 -0.68003 -1.61389
H 1.46465 0.21779 1.02986

* electronic energy: -9316.85226 eV
* HOMO energy: -10.04 eV
* strongest force on any atom: 0.011 hartree/bohr
* energy above the lowest of the compared OMol25 structures with the same formula, charge and spin: 42.6 kcal/mol
* lowest unoccupied orbital energy: 0.24 eV
* total charge: 0
* Kohn-Sham gap: 10.2845 eV
* SMILES: O=CC(O)C=O